Entry 1:
The molecule C19H20F3N3O5S, computed with ωB97M-V with the def2-TZVPD basis set.

Properties
* relative energy (zero: lowest compared OMol25 entry of this formula, charge and spin): 0.0 kcal/mol
* strongest force on any atom: 0.98 eV/A
* HOMO level: -8.724 eV
* Kohn-Sham gap: 9.1 eV
* LUMO energy: 0.413 eV
* electronic energy: -1974.36790 a.u.

Each line ends with the Löwdin charge.
Element x y z (Å)
1 C 5.21379 2.89511 1.01124  -0.058
2 C 6.26608 1.86112 1.38265  -0.208
3 H 7.15390 1.97585 0.75271  0.122
4 H 6.54217 1.93690 2.43592  0.123
5 O 5.75787 0.53174 1.22818  -0.004
6 C 5.78499 0.00640 0.00616  -0.513
7 O 6.25680 0.53294 -0.96340  0.119
8 C 5.08423 -1.34893 0.00146  -0.094
9 C 3.64091 -1.08659 -0.25881  -0.512
10 C 2.65830 -0.80951 0.63474  -0.157
11 N 1.43478 -0.54249 0.11162  0.037
12 C 1.43931 -0.59680 -1.17968  -0.594
13 N 0.36420 -0.38844 -1.98619  0.127
14 C -0.97084 -0.18702 -1.61155  -0.523
15 O -1.83332 -0.17733 -2.45399  0.115
16 N -1.14107 0.03061 -0.28392  0.145
17 C -2.47045 0.01333 0.28318  -0.186
18 C -3.35267 1.09370 -0.33882  -0.139
19 C -2.74926 2.28418 -0.72811  -0.027
20 C -3.50868 3.30280 -1.27237  -0.068
21 C -4.87553 3.14738 -1.42510  -0.085
22 C -5.47890 1.97042 -1.02099  -0.067
23 C -4.72481 0.94556 -0.47469  -0.008
24 H -5.21160 0.03984 -0.15358  0.108
25 H -6.54539 1.84287 -1.12847  0.104
26 H -5.46735 3.94249 -1.85341  0.101
27 H -3.02857 4.22095 -1.57581  0.103
28 H -1.68498 2.41417 -0.60573  0.120
29 C -2.31598 0.33447 1.77991  -0.562
30 F -1.61952 -0.62325 2.42039  0.157
31 F -1.64211 1.47383 1.98121  0.166
32 F -3.47918 0.45417 2.41255  0.187
33 C -3.07681 -1.41288 0.22018  -0.417
34 O -4.16171 -1.70035 0.64304  0.141
35 O -2.21666 -2.25831 -0.31779  0.015
36 C -2.62489 -3.62888 -0.40963  -0.187
37 C -2.35638 -4.36414 0.89421  -0.054
38 H -2.96087 -3.94035 1.69224  0.078
39 H -2.61149 -5.41339 0.77829  0.078
40 H -1.30682 -4.27938 1.16516  0.080
41 H -2.03437 -4.03996 -1.23028  0.127
42 H -3.68940 -3.66354 -0.65936  0.127
43 H -0.33050 -0.16811 0.30842  0.105
44 H 0.49923 -0.49475 -2.98257  0.148
45 S 3.00269 -0.99013 -1.87994  1.116
46 H 2.77370 -0.79356 1.70267  0.125
47 H 5.20705 -1.82085 0.97595  0.130
48 H 5.51308 -1.96771 -0.78617  0.123
49 H 4.31064 2.74015 1.59676  0.079
50 H 4.96853 2.81380 -0.04502  0.077
51 H 5.59788 3.89192 1.20656  0.078

Entry 2:
A structure of composition C19H20F6MgN2O4PS, computed with ωB97M-V with the def2-TZVPD basis set.

Properties
* ⟨S²⟩: 0.807
* relative energy (zero: lowest compared OMol25 entry of this formula, charge and spin): 0.0 kcal/mol
* strongest force on any atom: 0.28 eV/A
* HOMO level (alpha / beta): -8.025 / -8.157 eV
* Kohn-Sham gap (alpha / beta): 7.6 / 5.8 eV
* multiplicity: 2
* LUMO energy (alpha / beta): -0.397 / -2.386 eV
* electronic energy: -2685.66566 a.u.

Each line ends with the Löwdin charge.
Element x y z (Å)
1 Mg 0.83471 0.38938 0.47847  0.629
2 C 2.65743 1.60483 4.34126  -0.047
3 O 1.48540 1.15684 5.03955  -0.072
4 C 0.27816 1.57345 4.58730  -0.225
5 C -0.62524 2.07002 5.47080  0.020
6 C -1.93687 2.44784 5.06482  -0.072
7 C -2.31097 2.32508 3.76891  -0.057
8 C -1.41273 1.80531 2.78718  -0.104
9 C -1.88492 1.69086 1.47853  -0.035
10 N -1.17943 1.21602 0.45797  -0.019
11 N -1.82848 1.17968 -0.68681  0.101
12 C -1.01462 0.66379 -1.67260  -0.385
13 O 0.15458 0.29761 -1.47100  -0.021
14 C -1.61637 0.54439 -3.01638  -0.146
15 C -2.95095 0.87201 -3.24657  -0.023
16 C -3.48222 0.73904 -4.51972  -0.075
17 C -2.68681 0.28354 -5.56185  -0.079
18 C -1.35427 -0.03983 -5.33525  -0.071
19 C -0.81947 0.09031 -4.06594  -0.018
20 C -0.07503 1.39699 3.19011  -0.229
21 O 0.77133 0.89300 2.41097  -0.016
22 H 3.43392 1.70073 5.09723  0.092
23 H 2.48596 2.57414 3.87215  0.103
24 H 2.95764 0.89144 3.57987  0.077
25 H -0.32316 2.16864 6.50559  0.125
26 H -2.62414 2.84167 5.80074  0.105
27 H -3.30300 2.61636 3.44730  0.111
28 H -2.90447 2.00463 1.26452  0.129
29 H -3.55663 1.22569 -2.42525  0.105
30 H -4.51795 0.99403 -4.70083  0.104
31 H -3.10415 0.18388 -6.55559  0.104
32 H -0.73325 -0.38663 -6.15068  0.105
33 H 0.21923 -0.14289 -3.87136  0.119
34 O 0.37722 -1.57075 0.63810  -0.548
35 S 1.27111 -2.75987 0.32904  1.032
36 C 1.54153 -2.70281 -1.45209  -0.298
37 C 0.19857 -3.07175 -2.06554  -0.226
38 C -0.25208 -4.32530 -1.31812  -0.215
39 C 0.07602 -4.12561 0.16969  -0.287
40 H 2.31141 -3.45177 -1.65875  0.108
41 H 1.92198 -1.71171 -1.69926  0.080
42 H 0.28096 -3.24302 -3.13852  0.121
43 H -0.49771 -2.24801 -1.90851  0.101
44 H 0.29657 -5.18925 -1.69789  0.112
45 H -1.31358 -4.52790 -1.45324  0.115
46 H 0.48617 -5.01245 0.64943  0.087
47 H -0.77241 -3.77139 0.75435  0.095
48 F 2.16236 1.92437 -0.14591  -0.174
49 P 3.65218 1.14936 -0.24026  0.207
50 F 4.96669 0.27069 -0.25827  -0.099
51 F 4.01181 1.75061 1.18848  -0.109
52 F 2.81577 -0.11374 0.56227  -0.212
53 F 3.14994 0.48208 -1.61771  -0.133
54 F 4.28224 2.37635 -1.00074  -0.089

Entry 3:
The molecule C19H20FN3O5S, computed with ωB97M-V with the def2-TZVPD basis set.

Properties
* strongest force on any atom: 1.26 eV/A
* HOMO level: -7.967 eV
* Kohn-Sham gap: 8.5 eV
* LUMO energy: 0.503 eV
* electronic energy: -1774.52932 a.u.

Each line ends with the Löwdin charge.
Element x y z (Å)
1 O 1.29366 3.62345 0.06113  0.075
2 C 0.55964 2.66207 0.09328  -0.457
3 N 0.95467 1.36581 0.14147  0.137
4 C 2.26267 0.86387 0.18370  -0.215
5 C 3.35649 1.62678 -0.20507  -0.007
6 C 4.64836 1.10850 -0.17485  0.022
7 C 4.80459 -0.18823 0.24769  -0.207
8 C 3.70743 -0.95602 0.64368  -0.200
9 C 2.43079 -0.45724 0.62595  0.060
10 H 1.59806 -1.05702 0.95171  0.114
11 O 4.13249 -2.20028 1.01969  0.038
12 C 5.53568 -2.19525 0.85418  -0.157
13 O 5.94647 -0.93673 0.36654  0.034
14 H 6.02098 -2.39281 1.82338  0.140
15 H 5.82401 -2.98116 0.13799  0.140
16 H 5.49388 1.70258 -0.47595  0.121
17 H 3.20039 2.64205 -0.52591  0.103
18 H 0.20782 0.68400 0.20598  0.101
19 C -0.95839 2.82805 0.04890  -0.095
20 N -1.70745 1.72004 0.61154  -0.176
21 C -3.12893 1.86795 0.31276  -0.159
22 C -3.96733 0.89128 1.16143  -0.160
23 N -3.18030 -0.20365 1.65902  -0.234
24 S -3.07350 -1.55253 0.69684  0.672
25 O -2.30437 -2.51666 1.42406  -0.277
26 O -4.40838 -1.86740 0.28772  -0.275
27 C -2.13966 -1.11426 -0.77771  -0.261
28 C -2.79144 -0.58748 -1.87663  -0.064
29 C -2.06122 -0.23675 -2.99894  0.017
30 C -0.68910 -0.43399 -2.98672  -0.257
31 C -0.03088 -0.99558 -1.90542  0.010
32 C -0.77776 -1.34050 -0.79104  -0.073
33 H -0.32965 -1.82467 0.06178  0.105
34 H 1.03485 -1.15596 -1.94595  0.124
35 F 0.02383 -0.08424 -4.07005  0.077
36 H -2.53443 0.17456 -3.87657  0.124
37 H -3.86461 -0.48493 -1.85052  0.120
38 C -2.03671 0.18188 2.45577  -0.152
39 C -1.52273 1.57040 2.04854  -0.150
40 H -0.46501 1.66428 2.29739  0.125
41 H -2.06685 2.35382 2.60096  0.130
42 H -2.32255 0.18465 3.51409  0.129
43 H -1.27803 -0.58808 2.31467  0.108
44 H -4.40037 1.41120 2.02193  0.130
45 H -4.77958 0.45625 0.58046  0.115
46 H -3.26057 1.67367 -0.75442  0.104
47 H -3.46919 2.89767 0.51579  0.126
48 H -1.22972 2.91550 -1.00890  0.139
49 H -1.19674 3.79100 0.53011  0.137

Entry 4:
A structure of composition C19H20N2O2Se2W, computed with ωB97M-V with the def2-TZVPD basis set.

Properties
* charge: +4
* strongest force on any atom: 0.71 eV/A
* HOMO level (alpha / beta): -21.750 / -21.751 eV
* Kohn-Sham gap (alpha / beta): 5.3 / 5.3 eV
* LUMO energy (alpha / beta): -16.458 / -16.457 eV
* electronic energy: -5864.22596 a.u.

Each line ends with the Löwdin charge.
Element x y z (Å)
1 W -0.07839 -0.05833 -0.25806  1.719
2 C 2.49236 -2.26894 1.65162  0.030
3 C 1.92989 -0.96982 1.21420  -0.247
4 C 2.34665 -0.33667 0.01108  -0.018
5 C 2.17638 1.05482 -0.19581  -0.259
6 C 2.87056 1.74285 -1.32041  0.034
7 C 1.34556 1.74407 0.72524  -0.008
8 C 0.77693 1.11142 1.86237  -0.300
9 C 0.03040 1.89652 2.88587  0.003
10 C 0.99433 -0.27719 2.01858  -0.024
11 H 1.80357 -2.86352 2.25103  0.127
12 H 3.32309 -1.98546 2.32105  0.160
13 H 2.94662 -2.85260 0.85230  0.121
14 H 2.94333 -0.89538 -0.70597  0.178
15 H 3.94338 1.72328 -1.08678  0.148
16 H 2.57755 2.78560 -1.42187  0.111
17 H 2.76019 1.21272 -2.26966  0.126
18 H 1.16923 2.80462 0.58163  0.166
19 H 0.78129 2.27340 3.59536  0.152
20 H -0.66402 1.28882 3.46465  0.105
21 H -0.46399 2.77459 2.46867  0.114
22 H 0.54372 -0.78979 2.86371  0.173
23 Se -3.56551 -1.18678 -0.07461  0.989
24 Se -2.33745 0.50532 0.96673  0.920
25 C -2.15226 1.88871 -0.37338  -0.538
26 C -3.05709 2.86178 -0.70619  0.022
27 C -2.66310 3.75668 -1.70853  0.083
28 C -1.40799 3.63452 -2.29854  0.064
29 C -0.54485 2.63677 -1.88653  -0.023
30 N -0.92403 1.77781 -0.91450  -0.163
31 C -2.11354 -2.41375 -0.07571  -0.601
32 C -2.54039 -3.72686 -0.23598  -0.041
33 C -1.61529 -4.73975 -0.40994  0.076
34 C -0.25989 -4.41208 -0.40689  0.048
35 C 0.10828 -3.10711 -0.20220  -0.079
36 N -0.78921 -2.08831 -0.01929  -0.130
37 H -4.02822 2.93152 -0.23092  0.154
38 H -3.34329 4.53950 -2.02656  0.162
39 H -1.09556 4.31045 -3.08544  0.157
40 H 0.42832 2.49645 -2.33614  0.133
41 H -3.59994 -3.96082 -0.23061  0.139
42 H -1.94398 -5.76262 -0.55583  0.162
43 H 0.50370 -5.16197 -0.57114  0.154
44 H 1.14396 -2.83252 -0.24611  0.092
45 O 0.32133 -0.53858 -1.96522  -0.160
46 O -1.07266 -0.52338 -1.91530  -0.226